Formula: C3H7N3
Source: the OMol25 dataset
Level of theory: ωB97M-V/def2-TZVPD

Atoms and positions in Å:
C -0.49 0.38 1.66
C 0.85 0.57 0.92
C -0.39 1.03 0.23
N 1.26 -2.83 -3.10
N 0.45 -2.59 -2.38
N -1.16 0.20 -0.95
H -0.80 -0.65 1.82
H -0.59 1.14 2.50
H 1.52 1.33 1.12
H 1.30 -0.24 0.33
H -0.72 2.02 -0.04
H -0.06 0.27 -1.76
H -1.17 -0.64 -0.35

Results
* ΔE to the lowest compared entry with this formula, charge and spin: 265.8 kJ/mol
* LUMO level: 1.063 eV